# 1
# C6H14N3O4

An isolated ion of composition C6H14N3O4 and charge +1 at a distorted geometry (ωB97M-V/def2-TZVPD, OMol25).

Output
Energy above the lowest of the compared OMol25 structures with the same formula, charge and spin, eV: 8.145
Energy, eV: -19093.25521
Charge: +1
LUMO level (spin up / spin down), eV: -4.682 / -4.890
HOMO energy (spin up / spin down), eV: -12.06 / -12.51
Gap between HOMO and LUMO (spin up / spin down), Eh: 0.271 / 0.280

Each line ends with the Mulliken charge.
Element x y z (Å)
C: 1.129 -2.614 -0.045  -0.119
C: 1.064 -0.153 -0.437  0.478
C: -4.302 0.609 -0.351  -1.248
C: 3.974 1.048 -0.159  -1.168
C: -2.839 1.091 -0.186  -0.229
C: 2.644 1.327 0.542  -0.431
N: -1.170 -2.417 0.138  -0.110
N: -0.955 -0.174 0.666  -0.297
N: -2.180 0.216 0.764  0.106
O: 0.978 -1.469 -0.809  -0.375
O: -0.165 -3.068 0.385  -0.064
O: -0.261 0.400 -0.303  -0.079
O: 1.850 0.077 0.641  -0.469
H: 1.578 -3.528 -0.582  0.271
H: 1.708 -2.411 0.805  0.347
H: 1.530 0.425 -1.394  0.329
H: -4.226 -0.162 -1.165  0.306
H: -4.722 0.097 0.613  0.302
H: -4.897 1.364 -0.567  0.439
H: 4.284 0.026 -0.052  0.331
H: 3.853 1.331 -1.155  0.374
H: 4.683 1.488 0.411  0.409
H: -2.377 1.090 -1.078  0.476
H: -3.035 2.094 0.397  0.267
H: 1.900 1.900 0.061  0.452
H: 2.830 1.645 1.501  0.377
H: -2.875 -0.234 1.361  0.325

# 2
# C6H14N3PS

A 2-piece molecular cluster, C6H14N3PS overall at a distorted geometry (ωB97M-V/def2-TZVPD, OMol25).

Output
Energy above the lowest of the compared OMol25 structures with the same formula, charge and spin, eV: 0.412
Energy, eV: -31039.33817
Charge: 0
LUMO level (spin up / spin down), eV: -0.107 / -0.108
HOMO energy (spin up / spin down), eV: -7.99 / -8.00
Gap between HOMO and LUMO (spin up / spin down), Eh: 0.290 / 0.290

Each line ends with the Mulliken charge.
Element x y z (Å)
C: -0.262 -1.262 2.002  -0.217
C: 0.062 -2.389 1.142  -0.124
C: -1.597 1.897 0.898  -0.274
C: -2.296 2.067 -0.388  -0.369
C: 2.483 -0.637 -1.447  -0.953
C: 1.907 0.566 -0.658  -0.515
N: -1.012 -1.538 0.843  -0.102
N: -2.165 0.739 0.244  -0.212
N: 0.623 1.034 -0.965  -0.482
P: -1.286 -0.506 -0.506  0.495
S: -2.010 -1.415 -2.065  -0.362
H: -0.818 -1.284 2.906  0.249
H: 0.504 -0.490 1.916  0.063
H: 0.928 -2.452 0.534  -0.011
H: -0.182 -3.420 1.472  0.208
H: -0.544 1.926 1.110  0.161
H: -2.200 2.164 1.673  0.280
H: -3.277 2.527 -0.217  0.234
H: -1.821 2.351 -1.296  0.261
H: 1.944 -0.645 -2.382  0.230
H: 3.494 -0.507 -1.480  0.441
H: 2.335 -1.696 -0.955  0.126
H: 2.058 0.472 0.429  0.244
H: 2.638 1.393 -0.791  0.409
H: 0.493 1.108 -2.018  0.222

# 3
# C6H14N3Pd

C6H14N3Pd as an isolated structure at a distorted geometry (ωB97M-V/def2-TZVPD, OMol25).

Output
Energy, eV: -14385.29241
Charge: +1
Multiplicity: 5
LUMO level (spin up / spin down), eV: -2.881 / -6.728
HOMO energy (spin up / spin down), eV: -8.93 / -13.61
Expectation value of S²: 6.01
Gap between HOMO and LUMO (spin up / spin down), Eh: 0.222 / 0.253

Each line ends with the Mulliken spin population.
Element x y z (Å)
C: -2.040 -1.099 -0.754  0.496
Pd: -0.299 -0.315 -0.337  1.104
N: 1.345 0.846 0.549  0.154
H: -0.563 0.729 -1.582  -0.011
H: 0.918 1.271 1.375  -0.017
H: 0.397 0.723 -1.406  0.179
H: -2.500 -0.451 -1.538  -0.003
H: -2.755 -1.188 0.094  0.004
H: -1.726 -2.056 -1.175  0.045
H: 2.041 0.137 0.772  -0.007
H: 1.749 1.612 -0.023  -0.020
N: -1.020 0.896 2.321  0.157
C: -0.694 -0.427 2.617  0.191
C: -0.702 -0.896 3.938  0.423
C: -0.264 -2.191 4.198  0.259
C: 0.177 -2.980 3.123  0.163
C: 0.157 -2.454 1.829  0.614
N: -0.269 -1.185 1.600  0.205
H: -1.481 1.018 1.410  -0.004
H: -1.479 1.352 3.091  -0.003
H: -1.063 -0.198 4.692  0.015
H: -0.257 -2.583 5.208  0.030
H: 0.536 -3.997 3.251  0.004
H: 0.466 -3.045 0.955  0.022

# 4
# C6H14N3S

An isolated ion of composition C6H14N3S and charge +1 at a distorted geometry (ωB97M-V/def2-TZVPD, OMol25).

Output
Energy above the lowest of the compared OMol25 structures with the same formula, charge and spin, eV: 3.364
Energy, eV: -21745.25522
Charge: +1
LUMO level, eV: -3.875
HOMO energy, eV: -11.63
SMILES string: N/[NH+]=C\CCC/C=C(/N)S
Gap between HOMO and LUMO, Eh: 0.285

Each line ends with the Mulliken charge.
Element x y z (Å)
C: 0.049 2.049 0.193  -0.613
C: 0.645 1.246 -0.970  -0.928
C: -1.245 1.298 0.548  -0.518
C: 0.777 -0.169 -0.781  -0.452
C: -1.101 -0.076 1.012  0.014
C: 1.934 -0.710 -0.319  0.390
N: -2.637 -1.207 -0.504  -0.571
N: -1.876 -1.037 0.661  0.202
N: 2.164 -2.115 -0.034  -0.612
S: 3.233 0.316 0.383  -0.163
H: 0.743 1.959 1.001  0.336
H: -0.153 3.019 -0.085  0.424
H: -0.104 1.277 -1.912  0.287
H: 1.663 1.768 -1.233  0.362
H: -1.798 1.901 1.354  0.311
H: -1.892 1.307 -0.392  0.252
H: -2.959 -0.345 -0.891  0.262
H: -0.022 -0.707 -1.318  0.510
H: -0.634 -0.154 2.093  0.283
H: -3.420 -1.950 -0.383  0.318
H: 3.079 -2.351 0.003  0.220
H: 1.756 -2.769 -0.712  0.252
H: -1.791 -1.918 1.121  0.275
H: 3.591 -0.632 1.167  0.157

# 5
# C6H14N3Si

C6H14N3Si as an isolated structure at a distorted geometry (ωB97M-V/def2-TZVPD, OMol25).

Output
Energy above the lowest of the compared OMol25 structures with the same formula, charge and spin, eV: 0.619
Energy, eV: -18789.01696
Charge: +1
LUMO level, eV: -4.206
HOMO energy, eV: -13.42
Gap between HOMO and LUMO, Eh: 0.339

Each line ends with the Mulliken charge.
Element x y z (Å)
C: -2.559 -1.286 0.541  -0.164
C: -2.449 1.005 0.235  -0.065
C: -0.439 -0.264 0.896  0.099
C: 0.600 0.665 -1.778  -1.109
C: 2.128 -1.723 -0.439  -1.154
C: 2.286 1.104 0.812  -1.026
N: -1.319 -1.399 0.725  -0.423
N: -3.179 -0.073 0.241  -0.065
N: -1.195 0.923 0.564  -0.144
Si: 1.170 -0.137 -0.174  0.327
H: -3.056 -2.232 0.596  0.434
H: -2.871 1.879 -0.190  0.417
H: -0.336 -0.343 2.318  0.269
H: 1.566 0.701 -2.381  0.289
H: -0.133 0.106 -2.235  0.395
H: 0.109 1.618 -1.650  0.372
H: 3.079 -1.890 0.063  0.359
H: 1.440 -2.615 -0.309  0.326
H: 2.365 -1.729 -1.451  0.389
H: 3.365 0.973 0.591  0.330
H: 2.089 2.178 0.871  0.346
H: 2.091 0.602 1.809  0.298
H: -4.126 0.109 0.027  0.206
H: -0.624 1.829 0.316  0.292

# 6
# C6H14N4

An isolated ion of composition C6H14N4 and charge +2 at a distorted geometry (ωB97M-V/def2-TZVPD, OMol25).

Output
Energy above the lowest of the compared OMol25 structures with the same formula, charge and spin, eV: 9.064
Energy, eV: -12384.87523
Charge: +2
LUMO level (spin up / spin down), eV: -9.310 / -10.413
HOMO energy (spin up / spin down), eV: -17.73 / -18.05
Gap between HOMO and LUMO (spin up / spin down), Eh: 0.310 / 0.281

Each line ends with the Mulliken charge.
Element x y z (Å)
C: -1.455 0.532 0.532  0.118
C: 0.331 -1.429 -0.885  0.133
C: 2.787 -0.698 1.129  -1.267
C: 2.785 1.074 -0.839  -0.962
C: -4.289 0.452 -0.404  -0.763
C: 2.369 -0.280 -0.259  0.309
N: -0.062 0.410 0.371  -0.179
N: -2.239 -0.427 0.271  -0.105
N: 0.755 -0.450 -0.261  0.001
N: -3.504 -0.595 0.096  -0.050
H: -1.585 1.504 1.137  0.376
H: 0.631 -2.415 -1.200  0.408
H: 2.833 0.149 1.990  0.346
H: 3.869 -0.927 1.046  0.388
H: 2.260 -1.499 1.583  0.455
H: 2.366 1.957 -0.259  0.292
H: 2.604 1.309 -1.878  0.403
H: 3.831 0.804 -0.786  0.343
H: -5.343 0.087 -0.633  0.334
H: -4.313 1.214 0.442  0.351
H: -3.775 0.852 -1.444  0.305
H: 2.587 -1.062 -0.959  0.127
H: 0.455 0.942 1.092  0.303
H: -3.899 -1.503 0.120  0.334

# 7
# C6H14N4O

An isolated ion of composition C6H14N4O and charge +2 at a distorted geometry (ωB97M-V/def2-TZVPD, OMol25).

Output
Energy above the lowest of the compared OMol25 structures with the same formula, charge and spin, eV: 0.748
Energy, eV: -14438.96085
Charge: +2
LUMO level, eV: -9.372
HOMO energy, eV: -17.83
SMILES string: CC(=O)C(=[NH2+])C[N+](C)=C(N)N
Gap between HOMO and LUMO, Eh: 0.311

Each line ends with the Mulliken charge.
Element x y z (Å)
C: -0.312 -0.162 2.107  0.691
C: -0.653 -1.044 -1.470  0.886
C: 1.238 -0.120 0.002  -1.574
C: 0.577 0.617 1.065  0.956
C: -1.061 0.569 3.107  -1.455
C: 0.926 0.848 -2.218  -0.872
N: -0.831 -2.200 -0.784  -0.342
N: 0.960 1.812 1.382  -0.191
N: -1.340 -0.846 -2.621  -0.318
N: 0.447 -0.164 -1.254  0.117
O: -0.278 -1.320 1.861  -0.516
H: 2.306 0.287 -0.176  0.599
H: 1.266 -1.211 0.430  0.388
H: -0.554 0.471 4.057  0.419
H: -1.990 -0.033 3.252  0.369
H: -1.117 1.549 3.047  0.534
H: 0.102 1.154 -3.022  0.326
H: 1.336 1.742 -1.664  0.261
H: 1.764 0.388 -2.703  0.392
H: -1.460 -3.033 -1.150  0.295
H: -0.425 -2.383 0.115  0.210
H: 1.661 2.203 0.845  0.260
H: 0.642 2.517 2.035  0.232
H: -1.959 -1.565 -3.004  0.243
H: -1.245 -0.076 -3.240  0.094

# 8
# C6H14N4O

An isolated ion of composition C6H14N4O and charge +2 at a distorted geometry (ωB97M-V/def2-TZVPD, OMol25).

Output
Energy above the lowest of the compared OMol25 structures with the same formula, charge and spin, eV: 0.962
Energy, eV: -14438.74677
Charge: +2
LUMO level, eV: -8.262
HOMO energy, eV: -17.50
SMILES string: CN[C@H]1[NH+]=C(OC)N/C1=[NH+]/C
Gap between HOMO and LUMO, Eh: 0.340

Each line ends with the Mulliken charge.
Element x y z (Å)
C: 0.529 0.097 0.595  -0.434
C: -1.641 -0.209 -0.366  0.389
C: 0.122 -1.365 0.300  0.422
C: 1.657 2.200 -0.053  -0.955
C: 2.321 -2.029 1.154  -0.795
C: -3.512 1.043 -1.313  -0.594
N: -1.068 -1.445 -0.198  -0.041
N: 1.551 0.684 -0.166  -0.257
N: -0.848 0.701 0.170  -0.019
N: 1.026 -2.244 0.560  -0.133
O: -2.784 -0.132 -0.928  -0.369
H: 0.618 0.319 1.658  0.428
H: 1.244 2.670 -0.951  0.349
H: 2.761 2.308 0.088  0.319
H: 1.062 2.574 0.714  0.417
H: 2.458 -2.463 2.079  0.330
H: 3.042 -2.451 0.525  0.352
H: 2.465 -0.927 1.115  0.370
H: -3.383 1.755 -0.418  0.280
H: -4.538 0.876 -1.575  0.295
H: -2.811 1.575 -2.060  0.324
H: -1.563 -2.280 -0.655  0.378
H: 1.515 0.412 -1.201  0.305
H: -1.045 1.593 0.528  0.305
H: 0.822 -3.264 0.399  0.332

# 9
# C6H14N4S2

One molecule with the formula C6H14N4S2 at a distorted geometry (ωB97M-V/def2-TZVPD, OMol25).

Output
Energy above the lowest of the compared OMol25 structures with the same formula, charge and spin, eV: 0.392
Energy, eV: -34080.00822
Charge: 0
LUMO level, eV: 0.686
HOMO energy, eV: -8.86
SMILES string: [H]/N=C(/N)SCCCCS/C(N)=N/[H]
Gap between HOMO and LUMO, Eh: 0.351

Each line ends with the Mulliken charge.
Element x y z (Å)
C: 2.573 -0.376 -0.615  0.595
C: 0.504 -1.691 -2.038  -0.809
C: -0.566 -0.543 -1.818  -0.755
C: -1.416 -0.614 -0.519  -0.597
C: -2.133 0.708 -0.133  -0.888
C: -1.345 1.206 2.506  0.576
H: 4.340 0.256 -1.385  0.227
H: 3.983 -1.403 -1.733  0.215
H: 1.291 0.793 0.130  0.353
H: -0.012 -2.642 -2.085  0.399
H: 1.113 -1.508 -2.924  0.423
H: -0.081 0.430 -1.854  0.395
H: -1.146 -0.586 -2.736  0.419
H: -2.200 -1.366 -0.559  0.414
H: -0.785 -0.933 0.280  0.420
H: -2.983 0.923 -0.789  0.436
H: -1.391 1.517 -0.260  0.433
H: -2.400 0.891 4.230  0.187
H: -0.784 1.555 4.479  0.212
H: 0.486 1.667 2.509  0.146
N: 3.807 -0.578 -1.207  -0.455
N: 2.206 0.823 -0.324  -0.827
N: -1.584 1.337 3.854  -0.471
N: -0.257 1.417 1.884  -0.537
S: 1.588 -1.925 -0.498  -0.259
S: -2.809 0.643 1.605  -0.251

# 10
# C6H14N5

A 2-piece molecular cluster, C6H14N5 overall at a distorted geometry (ωB97M-V/def2-TZVPD, OMol25).

Output
Energy above the lowest of the compared OMol25 structures with the same formula, charge and spin, eV: 3.308
Energy, eV: -13879.64077
Charge: +2
Multiplicity: 2
LUMO level (spin up / spin down), eV: -7.293 / -11.684
HOMO energy (spin up / spin down), eV: -17.59 / -17.58
Expectation value of S²: 0.76
Gap between HOMO and LUMO (spin up / spin down), Eh: 0.378 / 0.217

Each line ends with the Mulliken spin population.
Element x y z (Å)
C: 0.025 2.160 1.847  0.031
C: -2.049 1.336 0.778  0.387
C: -0.724 1.670 0.727  0.327
C: -1.378 1.060 -1.292  0.235
N: -2.462 0.914 -0.508  -0.006
N: -0.370 1.592 -0.677  -0.065
H: -2.907 1.530 1.427  -0.003
H: -3.295 0.570 -0.600  -0.002
H: 1.104 1.912 1.761  0.006
H: -0.424 1.624 2.906  0.017
H: -1.306 0.857 -2.482  0.004
H: -0.085 3.309 2.005  0.065
C: 0.759 -2.490 1.425  0.001
C: 1.477 -1.323 -0.638  0.002
N: 1.373 -1.359 0.731  0.004
N: 0.993 -2.422 -1.389  0.000
N: 1.824 -0.196 -1.250  0.002
H: 1.736 -0.589 1.139  -0.002
H: 0.534 -3.204 -1.104  0.000
H: 1.566 -2.743 -2.237  0.000
H: 1.298 0.810 -0.904  -0.002
H: 2.003 0.018 -2.265  0.000
H: 1.387 -3.504 1.372  0.000
H: -0.324 -2.662 1.064  0.000
H: 0.552 -2.111 2.482  0.000